C56H60B4N4O37Y2 | ωB97M-V with the def2-TZVPD basis set

- Frontier orbital gap: 4.5 eV
- LUMO level: -7.52 eV
- Net charge: +2
- Spin multiplicity: 1

The geometry in XYZ format:
```
163
Properties=species:S:1:pos:R:3:forces:R:3:mulliken_charge:R:1
Y 4.73529 -4.08332 -1.19199 -3.38 2.60 0.91 1.1609
Y 1.03426 5.26274 -0.54346 -2.00 -4.82 0.72 1.7980
O 3.63682 -0.07939 -2.94903 -0.28 -1.14 0.27 -0.3961
O -0.47659 4.91240 1.41068 1.72 0.66 -1.93 -0.7794
O 4.70586 0.29213 2.62775 0.54 -2.51 -0.84 -0.3650
O 1.30644 -1.08745 -0.58394 0.43 -0.24 -0.47 -0.0366
O -1.87119 1.46346 -1.86840 2.23 -0.99 2.25 -0.4715
O 5.68748 2.02261 1.31915 -0.13 -0.84 -0.12 -0.6528
O 3.77882 4.00275 -4.30982 -1.26 -3.71 0.59 -0.6047
O 0.14700 -1.12597 1.41616 0.37 -1.00 0.31 0.2946
O 3.40565 1.58129 1.00721 -0.51 2.53 -0.73 0.1024
O 1.11149 -3.02544 2.32951 -0.13 3.25 -3.39 -0.6100
O -1.46939 2.69034 3.05937 -0.05 1.18 0.37 -0.4542
O 5.20422 -1.89622 3.25659 -0.28 2.83 -3.15 -0.6176
O 1.82348 1.56356 -2.88284 -1.28 0.04 1.74 0.4633
O -1.46130 4.33377 4.63594 -0.88 -1.07 0.37 -0.6352
O 0.20803 3.02980 -0.37005 -0.96 -1.82 0.70 0.2343
O 3.91188 -2.34631 -2.60073 -0.40 2.29 -0.83 -0.6493
O -2.59180 6.48134 4.98869 -0.19 -0.08 -0.21 -0.5166
O -0.86363 6.05312 3.26826 0.42 2.12 -0.43 -0.4991
O -5.68326 2.78859 -3.43906 0.58 0.32 1.98 -0.3984
O 1.81672 -0.23783 -4.49951 1.06 0.17 0.98 -0.5013
O -0.51243 7.42821 7.65076 -0.46 -1.67 -2.73 -0.5588
O 5.26170 -2.30683 0.29155 0.63 0.68 0.00 -0.8160
O 0.62496 1.00921 0.50587 0.76 -0.14 0.42 -0.2477
O 1.67336 3.80278 -2.36931 0.77 -1.45 -0.45 -0.2792
O 3.34200 1.72861 -4.58828 0.68 -0.76 -0.07 -0.4728
O 4.97060 -0.05822 0.28143 0.26 -1.33 0.05 -0.4667
O 5.75904 4.18611 0.68884 -1.23 -1.28 0.11 -0.5631
O 2.71157 -2.81212 -0.21541 -0.83 0.37 0.33 1.5660
O 2.75931 3.70194 0.30948 2.10 -1.61 0.99 -0.5618
O -3.85523 -2.63431 -3.64831 -1.22 -0.17 0.50 -0.5240
O -0.09252 3.68290 -5.09032 -0.16 -0.18 2.18 -0.3176
O -0.36570 6.22521 5.65976 0.07 -0.34 -0.31 -0.4900
O 1.77589 -5.20527 5.82791 -0.13 -0.08 -1.18 -0.4501
O -1.07246 -0.23309 -0.52251 1.46 0.77 -0.70 -0.2067
O 1.74261 -2.52349 -4.50630 1.02 2.61 1.13 -0.5220
O 0.80372 0.77897 6.76096 0.09 0.70 -0.89 -0.4909
O -3.27801 7.82619 6.75620 1.25 -1.64 -1.57 -0.5307
N 2.73061 -4.90568 -2.40517 -0.85 -1.64 -0.64 0.9897
N -1.28641 5.19782 -1.28886 -0.60 -0.11 -1.63 0.9880
N 3.84359 -5.37373 0.56496 -0.42 -0.85 0.18 -0.1913
N -4.34520 -2.56002 5.29820 0.26 0.50 -0.12 -0.5872
C -4.42961 -1.22295 5.24699 1.60 0.40 -0.90 -0.3223
C 2.85325 -6.79111 2.79141 1.02 0.73 -0.32 -0.2023
C 0.62329 -5.92189 -3.98553 -1.17 0.45 -1.59 -0.4177
C -6.54299 3.39204 -4.38302 0.26 -0.52 -0.80 -0.4093
C 5.18000 -1.18743 0.85556 -0.65 -1.07 -0.23 0.4317
C 1.76449 -5.17053 7.24404 0.15 0.80 0.44 -0.6129
C -5.23844 1.84581 -5.48562 1.44 -1.42 -0.18 -0.3075
C -1.11314 1.03303 -1.00103 -2.66 0.20 -1.15 0.6248
C -3.46417 -0.42418 4.56568 0.53 -2.03 -0.05 -0.8362
C -0.83491 5.01574 2.57520 -0.86 -1.37 0.47 0.5270
C 1.22183 -3.98379 5.26110 0.36 -0.17 2.20 0.4009
C -1.35905 3.83398 3.44743 0.84 -1.29 -0.87 0.5969
C 1.87528 -5.81721 -4.52723 1.63 0.09 1.00 -0.7688
C 2.37133 0.07704 5.14900 1.19 0.50 -0.20 0.1437
C 0.37263 -5.49984 -2.71706 1.11 0.58 1.19 -0.9955
C 0.71408 -3.20789 6.47129 -1.34 0.67 -0.39 -0.0132
C 5.18586 3.14314 0.88625 0.15 1.67 -0.32 0.3336
C 2.89881 -5.37483 -3.68202 -0.32 0.07 0.28 -0.3833
C 2.17911 -1.44339 -4.10598 -1.43 -3.02 -1.42 0.5851
C -2.34857 -1.09743 3.94981 -1.53 0.71 1.31 0.4348
C -6.61325 2.30303 -5.43527 -2.46 0.36 -0.40 -0.8072
C 1.44529 -5.02950 -1.95345 -0.35 0.47 -0.25 -0.6839
C -3.49753 6.16432 -1.41956 -0.68 -0.29 -1.03 -0.9651
C 1.78289 -2.07741 0.12412 0.92 -0.33 -0.47 0.1620
C 1.00059 -2.13987 1.44588 -0.57 -2.51 2.98 0.0404
C -3.28796 -3.13922 4.73220 0.45 -0.06 0.01 -0.5675
C -1.97437 -2.43498 -4.99412 0.49 -0.50 -1.09 -0.3265
C 0.53602 4.06935 -6.27498 0.09 0.33 -0.43 -0.2813
C -0.95960 6.92404 6.62848 -0.69 1.77 1.87 0.5794
C -2.07291 -1.24902 -4.06308 0.91 -0.16 1.98 1.8624
C -0.06958 1.82624 -0.17441 0.76 2.86 -2.13 -0.1321
C 3.32670 -1.32971 -3.09447 1.48 -1.65 0.65 0.1322
C -1.16388 2.37920 -6.63521 -0.91 0.64 -1.10 -0.2441
C -4.90506 1.75072 -4.00025 0.17 0.46 -1.68 1.0257
C -3.07356 -3.39069 -4.56066 -0.68 0.78 -0.25 -0.5125
C -0.05189 3.17672 -7.32047 -0.04 -0.83 -1.43 -0.8878
C -2.79033 4.70615 -3.15464 0.27 0.04 0.16 -0.6546
C 2.20743 0.45604 6.60019 -1.23 -0.93 0.74 -0.7219
C 5.08084 -1.00314 2.40630 -0.38 -1.49 3.16 0.5037
C 1.52249 -3.69860 7.64819 -0.04 -0.47 -0.69 -0.6080
C -2.98719 -1.77419 -2.93337 0.40 0.07 -0.67 -0.5115
C 3.06659 -6.51835 0.38815 0.92 0.28 1.90 -0.2723
C -2.29604 5.95764 -0.79023 0.43 0.52 0.06 -0.4237
C -1.60791 4.53359 -2.46199 0.71 0.76 0.45 0.1017
C -2.46934 7.13883 6.17430 0.14 0.95 1.02 0.5877
C 1.05728 0.35022 4.50476 -0.65 -0.41 -0.52 2.2204
C -0.71456 2.40318 -5.23257 0.39 0.04 0.69 1.7005
C 2.14586 2.79793 -2.96771 -0.10 2.83 0.42 0.2090
C -2.23659 -2.48176 4.07759 -0.89 1.01 0.13 -0.1764
C 3.63332 2.86398 0.69348 -1.73 0.75 -0.42 0.2072
C 3.25148 2.91454 -4.03848 0.58 4.08 -0.54 0.2086
C 0.34409 1.25271 5.46777 -0.03 -0.18 0.30 -0.4761
C 4.10133 -4.95842 1.85448 -0.42 -1.09 -0.45 -0.1731
C 3.63983 -5.64276 2.97575 -0.26 -0.20 -0.97 -0.5378
C -3.76049 5.54372 -2.65112 0.09 -0.42 0.95 -0.3813
C 2.65963 -7.28165 1.48644 -0.70 1.32 0.28 -0.7688
B 2.65365 0.73260 -3.74836 -0.07 0.50 -1.43 0.9184
B 0.23994 -0.37154 0.17274 -1.37 -0.24 0.99 0.0476
B 4.66781 0.94543 1.34875 1.16 1.66 0.38 1.2172
B -1.36280 5.78097 4.63825 0.13 1.39 2.85 1.1752
H -3.82803 1.89507 -3.91506 0.06 0.12 0.84 -0.8758
H 2.37825 -0.42294 7.22173 0.10 0.22 0.36 0.2134
H 0.44775 -0.55319 4.48416 0.16 -0.22 -0.42 -0.7790
H 0.75781 -2.14056 6.25452 0.37 0.18 0.29 -0.1902
H 3.09413 0.79527 4.76196 0.40 -0.52 -0.43 0.1550
H -1.31193 1.38255 -7.05099 0.09 0.06 0.02 0.4083
H -3.68397 -3.64374 -5.42753 -0.31 -0.13 0.28 0.3179
H 0.00065 1.59802 -5.06435 0.21 -0.14 0.24 -0.5958
H -1.03183 -2.98184 -4.96866 0.34 0.42 0.20 -0.0933
H -7.26512 1.55746 -4.97998 -0.14 -0.33 -0.35 0.2875
H -1.12594 -1.04490 -3.56340 0.40 0.27 -0.33 -0.8517
H 2.44701 -3.12245 7.61032 0.24 -0.23 0.61 0.2413
H 1.21483 0.74022 3.49919 -0.44 0.06 -0.12 -0.7506
H 1.16274 -4.69657 -0.96566 0.67 0.19 0.24 0.7636
H 2.86644 1.26568 6.91372 -0.16 0.14 0.02 0.3769
H 0.27357 5.10913 -6.47010 0.18 0.11 0.12 0.4110
H 0.56187 2.30295 5.27371 0.20 0.27 0.41 0.3337
H -5.20212 0.76154 -3.65184 0.03 0.07 0.42 0.1455
H 2.44196 -7.23772 3.68459 -0.14 -0.34 -0.12 0.4942
H 2.14021 -6.08351 -5.53980 -0.20 -0.10 0.00 0.5009
H -3.23182 -4.20999 4.86152 -0.07 -0.24 -0.07 0.3648
H 0.65665 2.42768 -7.67403 0.29 0.33 -0.28 0.2665
H -0.39338 3.80276 -8.14483 -0.06 -0.49 -0.24 0.3982
H 4.67661 -4.05688 2.00507 0.11 0.15 -0.24 0.3195
H -1.57424 -0.49697 3.49562 0.02 -0.02 -0.21 0.4636
H -4.25574 6.81175 -1.00439 0.14 -0.01 0.32 0.4574
H -3.39813 -0.95163 -2.34803 -1.07 -0.07 -0.57 0.3443
H -0.62914 -5.44914 -2.31672 0.03 -0.19 0.13 0.5005
H 3.90678 -5.45425 -4.06161 0.32 0.42 -0.05 0.2777
H 1.97713 -8.10811 1.35402 0.24 -0.22 -0.24 0.4199
H -0.87868 3.89271 -2.93515 0.36 0.07 0.41 -0.0854
H -5.08503 0.86231 -5.92982 -0.11 0.05 -0.33 0.4115
H 1.00089 -3.64003 8.60349 0.25 0.29 -0.05 0.3953
H 2.65625 -0.96261 4.98767 0.47 0.14 0.06 -0.2467
H -2.71052 -4.32598 -4.13459 0.14 -0.07 0.38 0.2269
H -6.04535 4.26871 -4.79759 -0.20 0.50 0.01 0.2410
H 1.62069 3.97493 -6.22324 0.14 0.06 0.16 0.0464
H -2.52177 -2.35303 -2.13561 0.87 -0.31 -0.16 0.1456
H 0.36605 -4.16653 4.61121 0.70 -0.20 -0.54 0.1558
H -2.43402 -0.29819 -4.45503 -0.20 -0.29 -0.28 -0.4727
H -2.14248 6.48690 0.13858 0.34 -0.12 0.18 0.4699
H -4.67962 2.58069 -6.06508 0.56 0.03 0.24 0.0187
H 3.87683 -5.25338 3.95484 -0.21 -0.02 0.10 0.4747
H -3.52485 0.65408 4.55769 -0.08 0.03 -0.05 0.4318
H -4.72696 5.56998 -3.13241 -0.03 0.45 -0.04 0.3326
H -2.92278 4.19900 -4.09893 -0.01 -0.15 0.05 0.4834
H -7.50783 3.62031 -3.93016 0.20 0.15 0.06 0.3271
H -0.21703 -6.15295 -4.62340 -0.03 -0.43 -0.07 0.4292
H -0.72678 1.10446 5.32870 -0.07 0.17 0.67 0.1779
H -1.51212 2.32866 -4.49335 0.05 -0.04 0.09 -0.8846
H -2.10112 2.92799 -6.72750 -0.19 -0.08 0.00 0.0995
H 0.97164 -5.82766 7.60136 0.00 -0.02 0.21 0.2706
H -2.12348 -2.18369 -6.04422 0.02 0.25 0.04 0.4314
H -5.23309 -0.76569 5.80532 -0.19 0.04 -0.11 0.3764
H -1.36488 -2.98203 3.68230 -0.07 -0.27 -0.01 0.3815
H 2.74697 -6.85898 -0.58561 0.43 0.36 -0.27 0.5322
H 2.08686 -3.42699 4.90082 -0.29 -0.04 -1.00 -0.2161
H -0.35773 -3.34928 6.61035 -0.09 -0.44 0.09 0.2384
H -6.98449 2.57064 -6.42455 -0.29 0.24 0.20 0.4004
H 2.73684 -5.48986 7.61907 -0.07 -0.34 -0.05 0.3539
```
Positions in Å, forces in eV/Å.